Entry 1:
ORCA calculation (ωB97M-V/def2-TZVPD) on a single C3H5NO2 molecule.

Structure (XYZ):
```
11
Properties=species:S:1:pos:R:3:lowdin_charge:R:1
H 2.3639 1.3537 0.6524 0.05
N 2.6181 0.3901 0.8170 0.11
C 1.6940 -0.4032 0.4578 -0.25
O 0.4489 0.1389 0.1560 0.02
C -0.6456 -0.5890 -0.2540 -0.50
C -1.8637 0.3021 -0.3193 0.02
O -0.6025 -1.7568 -0.5124 0.13
H 2.4700 -1.0161 -0.0186 0.14
H -2.1245 0.6403 0.6887 0.09
H -1.6566 1.1917 -0.9211 0.09
H -2.7020 -0.2518 -0.7465 0.09
```

Properties
**Structure (SMILES)**: [H]/N=C\OC(C)=O
**ΔE to the lowest compared entry with this formula, charge and spin**: 2.550 eV

***

Entry 2:
ORCA calculation (ωB97M-V/def2-TZVPD) on C26H43Cl2LuN2OP as an isolated structure.

Structure (XYZ):
```
76
Properties=species:S:1:pos:R:3:lowdin_charge:R:1
P 0.1181 -1.0183 -0.9230 1.12
C 1.7140 -0.4007 -1.7070 -0.45
C 2.0272 -0.7463 -3.1735 -0.21
C 3.4560 -0.3108 -3.5370 -0.21
C 3.6642 1.1878 -3.2840 -0.21
C 3.3237 1.5555 -1.8340 -0.20
C 1.9009 1.1090 -1.4678 -0.22
C -1.3086 -0.1158 -1.7428 -0.45
C -1.3068 0.0670 -3.2680 -0.21
C -2.6487 0.6392 -3.7523 -0.21
C -2.9689 1.9661 -3.0516 -0.21
C -2.9457 1.8070 -1.5256 -0.20
C -1.6089 1.2248 -1.0430 -0.22
C -0.0268 -2.7174 -1.7003 -0.48
C 1.1618 -3.5865 -1.2458 -0.23
C 1.0753 -5.0109 -1.8116 -0.21
C -0.2492 -5.6809 -1.4278 -0.22
C -1.4408 -4.8248 -1.8724 -0.21
C -1.3504 -3.3990 -1.3081 -0.22
H 2.4720 -0.9091 -1.0889 0.10
H 1.3177 -0.2387 -3.8360 0.10
H 1.9144 -1.8209 -3.3525 0.09
H 3.6663 -0.5533 -4.5862 0.10
H 4.1706 -0.8836 -2.9282 0.11
H 4.6969 1.4744 -3.5176 0.10
H 3.0144 1.7599 -3.9623 0.11
H 4.0376 1.0642 -1.1576 0.12
H 3.4302 2.6364 -1.6797 0.11
H 1.6778 1.3565 -0.4229 0.10
H 1.1839 1.6634 -2.0881 0.10
H -2.1517 -0.7805 -1.4946 0.09
H -3.4460 -0.0870 -3.5374 0.11
H -1.0966 -0.8829 -3.7731 0.10
H -0.5053 0.7633 -3.5465 0.10
H -2.6289 0.7776 -4.8406 0.10
H -3.9445 2.3445 -3.3806 0.10
H -2.2211 2.7165 -3.3467 0.11
H -3.1333 2.7725 -1.0395 0.11
H -3.7594 1.1330 -1.2203 0.11
H -1.6218 1.0800 0.0433 0.08
H -0.8066 1.9422 -1.2575 0.10
H 0.0030 -2.6298 -2.7963 0.10
H 2.1101 -3.1266 -1.5459 0.09
H 1.1655 -3.6272 -0.1471 0.12
H 1.1559 -4.9685 -2.9075 0.11
H 1.9238 -5.6067 -1.4532 0.10
H -0.2847 -5.8097 -0.3365 0.11
H -0.3131 -6.6830 -1.8693 0.10
H -2.3837 -5.2893 -1.5587 0.10
H -1.4602 -4.7751 -2.9708 0.11
H -2.2045 -2.8132 -1.6654 0.10
H -1.4231 -3.4312 -0.2117 0.12
Lu -0.0002 0.0004 3.5197 0.58
Cl -2.0258 -0.6793 2.6792 -0.20
Cl 2.2222 0.0397 2.9530 -0.18
C -0.3407 1.4976 4.5233 -0.48
H -0.6009 1.4636 5.5854 0.03
C -0.4278 2.8162 3.9172 -0.33
C -1.1331 3.8379 4.5879 -0.09
C -1.2776 5.0974 4.0164 -0.15
C -0.7114 5.3683 2.7684 -0.18
C 0.0061 4.3727 2.0983 -0.14
C 0.1508 3.1122 2.6641 -0.11
H -1.5753 3.6227 5.5578 0.09
H -1.8289 5.8714 4.5433 0.08
H 0.4622 4.5867 1.1359 0.08
H 0.7446 2.3532 2.1596 0.04
H -0.8198 6.3535 2.3239 0.07
N -1.0177 -0.5888 7.4609 0.16
C -0.0002 0.0004 6.7906 -0.60
N 1.0207 0.5813 7.4649 0.18
O -0.0002 0.0004 5.5197 -0.30
H -1.0342 -0.6031 8.4912 0.11
H -1.7913 -1.0339 6.9455 0.13
H 1.7956 1.0273 6.9527 0.14
H 1.0379 0.5878 8.4955 0.11
```

Properties
**Net charge**: -1
**ΔE to the lowest compared entry with this formula, charge and spin**: 5.539 eV

***

Entry 3:
ORCA calculation (ωB97M-V/def2-TZVPD) on a single C14H19F3N2O molecule.

Structure (XYZ):
```
39
Properties=species:S:1:pos:R:3:lowdin_charge:R:1
C -5.2488 -1.4573 0.3910 -0.09
C -3.7998 -1.1808 0.7839 -0.26
N -2.9466 -1.1556 -0.3930 -0.18
C -1.5721 -1.5529 -0.1699 -0.17
C -0.7306 -0.4662 0.5080 -0.17
N -0.7531 0.7327 -0.3123 -0.18
C 0.1289 1.7609 0.2070 -0.16
C 1.5728 1.3694 0.0488 -0.22
C 1.9868 0.7263 -1.1126 -0.02
C 3.3092 0.3657 -1.2885 0.01
C 4.2237 0.6646 -0.2924 -0.21
O 5.5940 0.3325 -0.4808 0.13
C 5.9426 -0.8599 -0.0567 -0.74
F 5.2859 -1.8720 -0.6583 0.15
F 7.2373 -1.0581 -0.2793 0.18
F 5.7417 -1.0545 1.2626 0.15
C 3.8369 1.3024 0.8723 0.01
C 2.5072 1.6509 1.0359 -0.02
C -2.1184 1.1981 -0.4716 -0.18
C -2.9630 0.0952 -1.1249 -0.17
H -5.8581 -1.5826 1.2827 0.07
H -5.2997 -2.3645 -0.2039 0.07
H -5.6610 -0.6394 -0.1939 0.06
H -3.4538 -1.9923 1.4288 0.11
H -3.7542 -0.2488 1.3689 0.11
H -1.5525 -2.4676 0.4254 0.12
H -1.1331 -1.7667 -1.1492 0.12
H 0.3030 -0.8059 0.6032 0.12
H -1.1231 -0.2659 1.5229 0.13
H -0.0825 1.9945 1.2670 0.13
H -0.0466 2.6736 -0.3740 0.13
H 1.2531 0.5003 -1.8699 0.12
H 3.6360 -0.1387 -2.1842 0.13
H 4.5670 1.5171 1.6367 0.12
H 2.1981 2.1457 1.9447 0.11
H -2.1156 2.0789 -1.1186 0.12
H -2.5621 1.4895 0.4986 0.12
H -3.9926 0.4373 -1.2338 0.11
H -2.5572 -0.1059 -2.1206 0.12
```

Properties
**Structure (SMILES)**: CCN1CCN(Cc2ccc(OC(F)(F)F)cc2)CC1

***

no.,frontier orbital gap (eV),calculated total energy (Ha)
1,10.978,-322.480631
2,4.028,-3698.529434
3,9.052,-1029.228959